Record 1
C42H60F3GeN5O2P3PbS2 as an isolated structure in a non-equilibrium geometry. Source: OMol25; level of theory: ωB97M-V/def2-TZVPD.

Structure (XYZ):
```
119
Properties=species:S:1:pos:R:3:forces:R:3
Pb 0.993 3.067 1.779 0.550 0.297 -0.703
C -1.597 5.150 0.453 1.411 -1.923 0.796
C -2.493 4.218 1.341 -1.090 1.331 -1.400
C -3.940 4.614 0.909 -0.901 -0.405 1.037
P -2.087 2.441 1.102 -0.251 -0.354 2.419
C -2.808 2.050 -0.472 -1.508 1.059 -1.332
N -2.259 0.890 -1.088 0.671 -0.572 -1.275
Ge -0.754 -0.022 -0.309 1.042 -2.300 0.028
N 0.792 -0.210 -1.536 -1.006 0.232 0.665
C 1.351 0.960 -2.187 0.078 0.703 1.064
P 2.352 2.205 -1.065 -1.687 1.164 -1.036
C 4.171 1.934 -1.171 0.857 1.202 -0.245
C 4.728 1.934 0.263 1.518 -0.066 0.647
C 4.582 0.670 -1.934 -1.206 1.044 -0.318
C 2.164 3.730 -2.200 -0.547 1.103 -0.372
C 2.766 5.069 -1.662 -0.388 0.353 -1.944
C 2.824 3.617 -3.607 -1.018 0.105 -0.131
C 0.864 -1.485 -2.143 -1.260 -0.246 0.214
C 2.015 -2.200 -2.414 0.236 0.118 0.076
C 1.995 -3.545 -2.757 -0.321 -0.547 -0.814
C 0.777 -4.215 -3.010 -0.321 0.234 -0.242
C -0.412 -3.434 -2.962 1.016 -0.902 0.983
C -0.355 -2.166 -2.390 0.034 -0.151 -1.110
N -1.594 -1.491 -2.157 0.462 1.486 -0.723
C -1.945 -0.446 -3.087 -0.529 1.560 0.024
C -1.880 -0.526 -4.497 0.700 -1.926 2.322
C -2.263 0.481 -5.312 -0.166 0.972 -0.326
C -2.697 1.664 -4.724 -0.235 0.814 -1.468
C -2.666 1.870 -3.369 -0.302 -0.055 1.357
C -2.305 0.808 -2.501 -0.016 -0.662 -0.109
C -2.571 -2.165 -1.404 0.537 -1.184 0.937
C -3.877 -2.368 -1.740 -0.986 -0.350 -0.149
C -4.789 -2.981 -0.848 0.492 0.807 -1.025
C -4.329 -3.486 0.341 0.526 -1.298 0.353
C -2.961 -3.444 0.649 -0.147 1.324 -0.804
C -2.077 -2.673 -0.164 -1.428 0.867 1.415
N -0.945 -2.065 0.333 0.800 0.918 -1.753
C -0.151 -2.674 1.355 -0.070 -0.607 0.771
P 0.998 -4.124 0.907 -0.291 -0.399 0.106
C -0.093 -5.616 1.245 -0.069 0.377 -0.715
C -0.797 -5.634 2.595 -0.719 -1.102 0.749
C 0.553 -6.964 0.884 0.098 -0.102 -0.373
C 2.226 -4.080 2.338 0.290 1.477 0.369
C 1.701 -4.064 3.860 0.804 2.341 -0.492
C 3.354 -5.129 2.141 -0.044 1.146 0.094
C -3.161 1.612 2.516 0.389 -0.307 0.139
C -3.711 0.185 2.188 -2.053 1.544 1.066
C -4.248 2.464 3.263 0.328 -0.858 0.291
H -2.119 5.853 -0.128 -1.088 0.574 -0.876
H -0.954 4.531 -0.219 -0.375 0.532 0.232
H -0.940 5.763 1.033 0.690 0.197 0.595
H -2.427 4.437 2.419 0.349 -0.091 -0.476
H -4.087 4.806 -0.155 0.346 -0.393 -0.056
H -4.181 5.574 1.388 0.023 -0.198 -0.022
H -4.711 3.885 1.252 0.579 0.649 -0.399
H -2.716 2.961 -1.143 0.074 -0.782 0.956
H -3.895 1.921 -0.300 0.168 0.040 -0.276
H 0.591 1.565 -2.728 0.326 -0.121 0.317
H 2.080 0.651 -2.887 0.628 -0.487 -1.077
H 4.650 2.828 -1.734 -1.002 -1.281 0.934
H 4.129 1.446 1.038 -0.329 0.174 -0.390
H 5.103 2.898 0.714 -0.756 -0.710 -0.841
H 5.606 1.282 0.219 0.249 0.163 0.155
H 4.117 -0.195 -1.499 0.295 -0.606 0.443
H 5.645 0.642 -2.022 0.778 -0.433 0.220
H 4.187 0.729 -2.943 0.014 0.003 -0.334
H 1.048 3.919 -2.327 1.202 -0.539 0.070
H 3.627 4.930 -1.059 1.034 -0.136 0.317
H 2.136 5.728 -1.100 -0.768 -0.090 0.546
H 3.003 5.670 -2.603 0.083 -0.610 1.387
H 3.891 3.638 -3.579 0.901 -0.083 0.477
H 2.592 4.509 -4.239 -0.303 -0.794 0.469
H 2.561 2.709 -4.127 -0.319 -0.291 -0.377
H 2.964 -1.705 -2.311 0.264 0.031 0.163
H 2.982 -4.007 -2.918 -0.729 -0.119 0.232
H 0.700 -5.313 -3.240 0.335 1.384 0.059
H -1.398 -3.851 -3.214 0.549 0.100 0.223
H -1.472 -1.461 -4.836 -0.016 -0.275 -0.570
H -2.187 0.401 -6.388 -0.128 -0.085 0.048
H -3.051 2.444 -5.424 0.285 -0.261 0.745
H -2.966 2.839 -2.931 0.127 -0.693 -0.582
H -4.236 -2.107 -2.725 0.004 0.377 -0.060
H -5.824 -2.990 -1.165 -0.050 -0.294 0.237
H -4.995 -4.049 1.010 0.202 0.450 -0.213
H -2.631 -3.742 1.624 0.157 -0.296 0.248
H -0.751 -2.885 2.255 0.226 -0.033 -0.184
H 0.610 -1.996 1.682 0.362 0.891 0.234
H -0.814 -5.522 0.404 -0.036 0.400 0.616
H -0.110 -6.045 3.364 -0.299 0.303 -0.397
H -1.675 -6.366 2.592 0.893 1.047 -0.080
H -1.135 -4.643 2.971 0.096 -0.777 -0.393
H 1.052 -7.497 1.677 0.289 0.221 0.751
H 1.341 -6.844 0.095 -1.089 -0.270 0.248
H -0.292 -7.638 0.632 0.709 0.164 -0.483
H 2.780 -3.080 2.082 -1.226 -1.353 0.746
H 1.671 -5.014 4.336 -0.008 -1.108 -0.015
H 0.707 -3.590 4.022 0.604 -0.280 -0.487
H 2.395 -3.448 4.516 -0.540 -0.624 -0.896
H 3.108 -6.032 2.659 -0.069 -0.703 0.283
H 4.263 -4.684 2.593 -0.270 -0.575 -0.299
H 3.529 -5.359 1.081 0.044 0.155 0.262
H -2.336 1.406 3.196 0.049 0.137 0.401
H -4.468 0.202 1.387 0.529 -0.057 -0.124
H -4.326 -0.147 3.083 0.949 0.246 -0.803
H -2.940 -0.517 2.022 0.800 -0.841 -0.409
H -5.084 2.500 2.560 -0.199 0.457 0.497
H -3.905 3.450 3.619 -0.209 -0.252 -0.635
H -4.612 1.973 4.218 0.536 0.064 -1.229
S 2.197 0.883 2.484 -0.494 -0.308 0.512
S 0.894 1.039 4.126 -0.151 -0.744 0.046
C -0.177 -0.325 4.016 -0.877 -1.043 -0.127
N -0.910 -1.241 4.026 1.388 1.914 0.061
F 4.785 6.589 2.072 -0.498 -1.237 0.912
C 4.279 5.737 3.023 0.935 1.698 0.928
F 4.033 6.520 4.115 -0.243 -0.574 -0.793
F 5.242 4.879 3.413 -0.218 0.208 -0.571
C 3.063 4.947 2.530 -0.515 -1.176 -1.248
O 2.352 4.314 3.372 0.818 0.951 -0.549
O 2.970 4.869 1.271 -0.369 -0.165 1.636
```
Forces are in eV/Å.

## Properties
2S+1 = 2
Energy relative to the best compared isomer or geometry (same formula, charge and spin) = 200.2 kJ/mol
HOMO energy (alpha / beta) = -0.254 / -0.257 hartree
Calculated total energy = -6450.37843 Ha
⟨S²⟩ = 0.762

***

Record 2
C37H32CoFN9O5S3 as an isolated structure. Source: OMol25; level of theory: ωB97M-V/def2-TZVPD.

Structure (XYZ):
```
88
Properties=species:S:1:pos:R:3:forces:R:3
Co 0.840 -1.068 -0.659 0.432 0.156 -0.268
N -2.985 -1.299 0.598 -0.059 0.175 0.103
C -3.166 -0.463 -0.488 -0.091 -0.110 0.093
C -4.225 0.362 -0.846 0.003 0.034 -0.004
C -4.138 0.973 -2.081 0.039 -0.009 -0.015
C -3.049 0.729 -2.932 -0.013 -0.005 0.067
C -2.001 -0.091 -2.557 -0.053 0.006 -0.094
C -2.045 -0.662 -1.286 0.199 -0.161 -0.007
N -1.163 -1.551 -0.634 0.022 0.287 0.108
C -1.806 -1.946 0.454 -0.093 -0.316 -0.079
C -1.527 -3.117 1.301 0.129 0.167 -0.157
C -2.281 -3.477 2.381 -0.050 0.112 0.055
S -1.810 -5.007 2.936 0.133 -0.081 0.173
C -0.626 -5.070 1.697 -0.041 0.069 -0.027
N -0.589 -4.038 0.915 -0.280 -0.184 0.174
H -3.647 -1.456 1.336 -0.040 -0.084 -0.066
H -5.086 0.499 -0.203 0.016 0.002 -0.005
H -4.943 1.615 -2.414 0.011 -0.001 -0.003
H -3.041 1.175 -3.919 -0.006 -0.014 0.003
H -1.188 -0.316 -3.229 -0.174 -0.018 0.022
H -3.078 -2.940 2.871 0.036 0.012 0.001
H 0.027 -5.926 1.594 -0.009 0.037 -0.018
C 0.094 4.900 -4.909 -0.044 -0.032 -0.037
C -0.483 5.035 -3.516 0.001 -0.043 0.011
C -1.928 5.507 -3.510 -0.046 -0.038 0.072
C -2.337 5.858 -2.087 0.032 -0.070 0.030
C -1.966 4.754 -1.123 0.000 0.072 -0.051
C -2.554 4.686 0.119 -0.026 0.011 0.022
C -2.261 3.637 0.986 -0.050 0.042 0.039
F -2.875 3.613 2.180 0.017 0.014 -0.022
C -1.408 2.630 0.647 0.064 -0.086 0.001
C -0.803 2.674 -0.616 0.041 0.028 0.022
C 0.029 1.570 -1.050 0.116 0.059 0.094
O 0.299 0.655 -0.215 -0.477 0.249 0.416
C 0.481 1.590 -2.376 0.157 0.085 0.011
C 0.277 2.713 -3.140 0.079 0.067 0.024
N -0.418 3.771 -2.732 -0.101 0.014 0.113
C -1.054 3.741 -1.485 0.024 0.062 -0.196
C 1.123 0.406 -3.021 -0.053 -0.402 0.082
O 1.752 0.522 -4.051 -0.028 0.126 -0.119
O 0.845 -0.754 -2.479 -0.181 -0.061 -0.512
H 0.015 5.870 -5.398 0.002 -0.001 -0.010
H -0.461 4.176 -5.509 0.007 0.010 0.014
H 1.147 4.621 -4.903 -0.006 0.030 -0.012
H 0.113 5.761 -2.954 0.055 -0.005 -0.009
H -2.562 4.709 -3.906 0.002 0.024 -0.041
H -2.032 6.372 -4.164 0.001 0.007 0.000
H -3.411 6.037 -2.025 0.000 0.016 0.010
H -1.846 6.787 -1.782 0.010 -0.002 0.000
H -3.267 5.441 0.429 -0.001 -0.023 -0.002
H -1.199 1.807 1.316 -0.005 0.007 -0.006
H 0.708 2.738 -4.130 0.015 -0.013 0.022
N -0.024 -4.671 7.114 -0.046 -0.034 -0.143
C 0.422 -3.944 6.042 -0.055 -0.059 0.078
C -0.260 -2.790 5.631 -0.089 -0.003 -0.029
C 0.174 -2.071 4.538 0.099 -0.084 -0.021
C 1.307 -2.483 3.838 -0.160 -0.088 0.088
C 2.003 -3.616 4.248 -0.011 -0.040 -0.028
C 1.557 -4.349 5.329 0.031 -0.037 -0.025
S 1.967 -1.438 2.604 0.041 0.298 -0.111
O 3.390 -1.665 2.598 0.129 0.071 0.005
O 1.430 -0.127 2.847 0.067 0.021 -0.027
N 1.386 -1.862 1.152 -0.471 -0.415 -0.217
C 1.826 -2.936 0.451 0.123 -0.004 0.414
S 2.820 -4.303 0.788 -0.039 0.073 -0.034
C 2.561 -4.851 -0.844 0.036 -0.139 0.078
C 1.798 -3.984 -1.534 -0.150 0.305 0.058
N 1.399 -2.902 -0.786 0.302 -0.086 -0.320
H -0.745 -4.303 7.705 0.026 0.030 0.033
H 0.538 -5.414 7.486 0.029 0.031 0.028
H -1.124 -2.453 6.194 0.020 -0.012 -0.017
H -0.327 -1.158 4.246 -0.001 0.002 -0.002
H 2.918 -3.900 3.743 -0.033 0.030 0.026
H 2.107 -5.225 5.652 -0.007 0.011 -0.007
H 2.984 -5.777 -1.195 0.016 0.005 0.037
H 1.491 -4.076 -2.564 0.007 0.031 0.004
C 3.146 1.363 0.882 -0.027 -0.016 0.043
C 3.499 0.295 -0.090 -0.269 0.116 -0.189
N 2.695 -0.479 -0.812 0.529 -0.437 -0.026
C 3.500 -1.204 -1.689 -0.035 0.219 0.197
C 4.789 -0.879 -1.470 0.051 0.131 -0.009
N 4.765 0.073 -0.473 0.161 -0.060 0.022
H 2.080 1.557 0.851 0.036 -0.016 0.070
H 3.694 2.272 0.629 -0.017 -0.002 -0.027
H 3.400 1.074 1.898 0.040 -0.036 0.046
H 3.078 -1.854 -2.428 -0.016 -0.041 -0.023
H 5.697 -1.198 -1.947 -0.005 -0.007 0.024
H 5.566 0.524 -0.063 -0.023 0.018 -0.022
```
Forces are in eV/Å.

## Properties
Energy relative to the best compared isomer or geometry (same formula, charge and spin) = 0.0 kJ/mol
Charge = +1
HOMO energy = -0.371 hartree
Calculated total energy = -4975.33882 Ha

***

Record 3
An isolated ion of composition C5H5N2 and charge +1 in a non-equilibrium geometry. Source: OMol25; level of theory: ωB97M-V/def2-TZVPD.

Structure (XYZ):
```
12
Properties=species:S:1:pos:R:3:forces:R:3
C -1.450 1.070 -0.006 -1.313 5.195 -0.060
C -2.208 -0.028 -0.005 -0.005 -2.894 0.061
C -1.249 -1.103 0.004 -0.466 -1.862 0.094
C 0.630 0.217 0.013 -0.554 1.019 -0.078
C 2.069 0.419 0.013 0.031 -0.190 0.595
N 0.031 -0.954 0.014 0.466 -3.263 -0.049
N -0.241 1.257 0.002 2.062 2.114 -0.045
H -3.272 -0.169 -0.010 -0.266 0.185 -0.010
H -1.644 -2.112 0.006 0.206 -0.278 -0.048
H 2.432 0.464 -1.019 -0.048 -0.018 -0.255
H 2.569 -0.419 0.496 -0.003 -0.106 -0.113
H 2.334 1.360 0.491 -0.110 0.099 -0.093
```
Forces are in eV/Å.

## Properties
2S+1 = 3
Energy relative to the best compared isomer or geometry (same formula, charge and spin) = 0.0 kJ/mol
Charge = +1
HOMO energy (alpha / beta) = -0.492 / -0.589 hartree
Calculated total energy = -302.57629 Ha
⟨S²⟩ = 2.012

***

Record 4
C30H49AsF6KN4S as an isolated structure in a non-equilibrium geometry. Source: OMol25; level of theory: ωB97M-V/def2-TZVPD.

Structure (XYZ):
```
92
Properties=species:S:1:pos:R:3:forces:R:3
K -0.583 -0.602 0.329 1.041 0.640 0.102
C -6.406 2.025 3.078 -0.024 0.023 -0.003
C -4.929 2.032 2.684 -0.008 -0.002 0.022
C -4.151 3.074 3.495 0.004 0.001 0.026
C -4.697 2.289 1.203 0.043 0.029 -0.122
C -5.483 3.244 0.564 0.011 -0.026 0.050
C -5.217 3.648 -0.729 0.003 0.027 -0.055
C -4.121 3.133 -1.398 -0.029 0.017 -0.009
C -3.291 2.190 -0.807 -0.047 0.052 0.048
C -2.044 1.740 -1.550 -0.174 -0.139 0.196
C -0.881 2.677 -1.218 0.066 -0.016 -0.002
C -2.237 1.594 -3.057 0.015 0.048 -0.024
C -3.617 1.734 0.486 -0.059 0.167 0.097
N -2.788 0.759 1.103 -0.090 -0.092 -0.064
C -3.368 -0.303 1.533 0.108 -0.219 0.122
C -2.714 -1.377 2.250 -0.077 0.249 -0.026
C -3.399 -2.596 2.579 -0.010 -0.292 0.137
C -2.484 -3.372 3.204 -0.184 -0.007 -0.036
C -1.249 -2.588 3.240 0.164 0.188 0.090
N -1.409 -1.399 2.681 -0.339 -0.065 -0.043
C 0.032 -3.031 3.881 0.030 0.002 -0.050
C 1.207 -2.189 3.392 -0.001 0.014 -0.017
C -0.143 -2.856 5.401 0.011 -0.019 0.015
C 0.284 -4.510 3.557 0.008 -0.002 -0.003
H -6.515 1.644 4.094 0.002 0.005 0.004
H -6.997 1.395 2.410 0.005 -0.017 0.011
H -6.838 3.027 3.065 0.007 0.006 -0.019
H -4.531 1.059 2.958 0.004 0.001 0.012
H -4.464 4.084 3.220 -0.017 -0.001 -0.003
H -3.078 2.993 3.309 -0.001 0.002 -0.008
H -4.326 2.942 4.564 0.013 -0.014 0.002
H -6.316 3.686 1.095 0.002 -0.002 0.008
H -5.853 4.380 -1.210 0.002 0.000 -0.004
H -3.904 3.473 -2.402 0.002 0.000 -0.002
H -1.793 0.749 -1.190 -0.124 -0.103 -0.077
H -1.100 3.692 -1.556 -0.024 0.001 -0.006
H 0.036 2.342 -1.707 -0.023 0.004 0.003
H -0.697 2.717 -0.141 -0.012 0.004 0.003
H -2.288 2.563 -3.559 -0.007 0.011 0.011
H -3.147 1.040 -3.287 0.010 -0.022 0.002
H -1.396 1.044 -3.482 0.007 0.007 -0.002
H -4.433 -0.485 1.364 -0.010 0.112 -0.094
H -4.425 -2.827 2.339 -0.004 -0.004 -0.005
H -2.602 -4.372 3.587 -0.047 -0.005 -0.013
H 1.041 -1.127 3.570 -0.009 0.000 0.000
H 1.378 -2.329 2.324 -0.012 -0.005 0.000
H 2.117 -2.488 3.915 -0.007 -0.012 0.012
H -0.254 -1.803 5.660 -0.019 0.004 -0.009
H 0.740 -3.246 5.912 0.007 0.003 -0.008
H -1.015 -3.400 5.769 -0.003 -0.002 0.004
H 0.271 -4.686 2.481 0.006 0.004 -0.003
H -0.454 -5.162 4.025 -0.018 0.001 -0.016
H 1.266 -4.798 3.936 -0.004 0.004 0.013
F 0.101 -2.799 -0.479 -0.177 -0.241 -0.080
As -1.025 -3.041 -1.824 -0.239 -0.080 -0.150
F -0.355 -1.555 -2.506 -0.064 -0.265 0.069
F -2.224 -1.990 -1.026 0.321 -0.270 0.061
F -2.113 -3.232 -3.135 0.070 0.083 -0.035
F -1.676 -4.393 -0.981 -0.003 0.063 -0.052
F 0.162 -4.011 -2.609 0.025 0.170 -0.010
C 6.044 2.769 -4.380 0.025 0.027 -0.017
C 4.580 2.882 -3.979 -0.034 -0.005 0.020
C 4.298 2.253 -2.620 -0.022 0.009 -0.006
C 2.813 2.274 -2.267 -0.017 0.041 -0.080
N 2.505 1.663 -0.983 0.061 0.021 -0.045
C 2.664 0.340 -0.705 0.107 -0.091 -0.060
S 2.832 -0.150 0.897 -0.157 0.016 0.095
N 2.654 -0.495 -1.748 -0.071 0.043 -0.033
C 2.906 -1.933 -1.712 -0.006 -0.029 0.014
C 4.284 -2.262 -2.274 0.015 0.051 -0.030
C 5.431 -1.817 -1.374 -0.032 0.047 0.005
C 6.794 -2.159 -1.960 0.027 0.012 -0.025
H 6.228 3.233 -5.349 0.003 -0.006 -0.002
H 6.354 1.725 -4.444 -0.015 -0.009 0.001
H 6.691 3.259 -3.649 -0.011 0.004 0.011
H 3.950 2.404 -4.736 0.023 -0.025 -0.005
H 4.280 3.935 -3.960 0.004 0.003 0.005
H 4.853 2.782 -1.839 0.007 0.001 -0.003
H 4.661 1.221 -2.607 -0.016 -0.012 -0.015
H 2.224 1.802 -3.060 0.006 -0.027 0.017
H 2.449 3.303 -2.230 0.019 0.006 0.043
H 2.648 2.232 -0.163 -0.044 0.023 0.006
H 2.460 -0.109 -2.659 0.020 -0.006 0.008
H 2.118 -2.430 -2.277 0.035 0.034 -0.002
H 2.821 -2.245 -0.673 -0.013 -0.046 -0.016
H 4.390 -1.787 -3.257 0.003 -0.034 -0.021
H 4.343 -3.339 -2.454 -0.019 -0.020 0.060
H 5.314 -2.273 -0.387 0.007 -0.044 -0.016
H 5.363 -0.738 -1.203 0.001 0.000 0.001
H 6.893 -3.233 -2.130 -0.011 -0.008 0.013
H 7.605 -1.849 -1.300 -0.006 0.003 0.008
H 6.942 -1.662 -2.922 -0.007 0.002 -0.003
```
Forces are in eV/Å.

## Properties
2S+1 = 2
Energy relative to the best compared isomer or geometry (same formula, charge and spin) = 16.5 kJ/mol
HOMO energy (alpha / beta) = -0.308 / -0.308 hartree
Calculated total energy = -5224.86235 Ha
⟨S²⟩ = 0.784